(1)
{
  "formula": "C46H64BN6O2S5SbTi",
  "method": "ωB97M-V/def2-TZVPD",
  "elements": ["Ti", "C", "C", "C", "C", "N", "C", "C", "N", "B", "N", "C", "C", "N", "C", "S", "C", "C", "C", "C", "N", "C", "C", "N", "C", "S", "C", "C", "C", "C", "C", "S", "H", "H", "H", "H", "H", "H", "H", "H", "H", "H", "H", "H", "H", "H", "H", "H", "H", "H", "H", "H", "H", "H", "H", "H", "H", "H", "H", "H", "H", "H", "H", "H", "H", "H", "O", "S", "C", "C", "C", "C", "H", "H", "H", "H", "H", "H", "H", "H", "S", "Sb", "C", "C", "C", "C", "C", "C", "C", "C", "C", "C", "C", "C", "C", "C", "C", "C", "C", "C", "H", "H", "H", "H", "H", "H", "H", "H", "H", "H", "H", "H", "H", "H", "H", "C", "C", "C", "O", "H", "H", "H", "H", "H", "H", "H"],
  "xyz": [[-0.3023, 0.2556, -0.1840], [3.8408, -1.6215, 3.3945], [2.6877, -2.5682, 3.0476], [1.4046, -1.9729, 3.6106], [2.9127, -3.9488, 3.6656], [2.6758, -2.7362, 1.5604], [3.8407, -3.1396, 0.9245], [3.5671, -3.2532, -0.3838], [2.2419, -2.9335, -0.5701], [1.6621, -2.9440, -2.0098], [0.1793, -3.3827, -2.0266], [-0.1328, -4.7112, -1.8429], [-1.4691, -4.8130, -1.7611], [-1.9937, -3.5358, -1.8974], [-0.9625, -2.6662, -2.0478], [-1.0263, -0.9615, -2.2911], [-3.4772, -3.3395, -1.8187], [-3.9129, -3.8520, -0.4426], [-4.1100, -4.1652, -2.9399], [-3.9331, -1.8930, -1.9672], [1.9270, -1.6270, -2.7867], [1.9101, -1.6613, -4.1616], [2.1210, -0.4125, -4.6093], [2.2774, 0.4069, -3.5045], [2.1426, -0.3565, -2.3935], [2.1695, 0.1680, -0.7448], [2.6592, 1.8467, -3.7128], [2.8522, 2.6256, -2.4182], [1.5493, 2.5047, -4.5330], [3.9862, 1.8521, -4.4785], [1.6976, -2.6148, 0.6223], [0.0539, -2.1605, 0.8521], [3.8412, -1.4402, 4.4693], [3.7157, -0.6680, 2.8819], [4.8148, -2.0300, 3.1286], [1.5675, -1.8229, 4.6797], [0.5503, -2.6302, 3.4750], [1.1737, -1.0146, 3.1500], [2.9421, -3.8588, 4.7520], [3.8516, -4.3953, 3.3376], [2.0968, -4.6211, 3.3969], [4.7555, -3.3152, 1.4563], [4.1964, -3.5361, -1.2081], [2.2732, -3.8049, -2.5986], [0.6303, -5.4669, -1.7881], [-2.0897, -5.6784, -1.6286], [-3.7442, -4.9229, -0.3245], [-4.9788, -3.6640, -0.3075], [-3.3587, -3.3300, 0.3401], [-3.8820, -5.2280, -2.8550], [-3.7619, -3.8090, -3.9100], [-5.1935, -4.0493, -2.9023], [-3.5106, -1.2426, -1.2058], [-5.0219, -1.8971, -1.8687], [-3.6876, -1.4700, -2.9388], [1.7328, -2.5756, -4.6991], [2.1698, -0.0359, -5.6126], [1.9406, 2.6651, -1.8255], [3.1220, 3.6431, -2.7077], [3.6581, 2.2166, -1.8114], [0.5968, 2.4347, -4.0072], [1.4457, 2.0560, -5.5216], [1.7877, 3.5599, -4.6706], [4.7647, 1.3559, -3.8967], [4.2908, 2.8845, -4.6504], [3.9101, 1.3602, -5.4476], [-2.2898, 0.1153, 0.2485], [-2.8762, 0.9602, 1.4061], [-4.6399, 0.7544, 1.1125], [-4.9945, -0.6317, 1.6292], [-4.3046, -0.7363, 2.9864], [-2.8736, -0.2296, 2.7931], [-4.7913, 0.9238, 0.0465], [-5.1371, 1.5496, 1.6742], [-4.6028, -1.3832, 0.9422], [-6.0740, -0.7668, 1.6973], [-4.3049, -1.7522, 3.3819], [-4.8253, -0.1034, 3.7089], [-2.1832, -1.0048, 2.4564], [-2.4480, 0.2541, 3.6690], [-0.4941, 2.0501, -1.5672], [-2.6337, 3.3048, -1.1065], [-2.4238, 4.9299, -2.5373], [-1.5373, 5.9848, -2.3264], [-1.4130, 7.0177, -3.2484], [-2.1884, 7.0274, -4.3971], [-3.0932, 5.9979, -4.6117], [-3.2052, 4.9616, -3.6945], [-1.2140, 4.3398, 0.4340], [0.1567, 4.6174, 0.4103], [0.8257, 5.1186, 1.5192], [0.1378, 5.3393, 2.7088], [-1.2205, 5.0651, 2.7665], [-1.8751, 4.5759, 1.6375], [-3.4742, 1.9994, -2.8028], [-4.8462, 1.7870, -2.6852], [-5.5764, 1.0867, -3.6441], [-4.9290, 0.5794, -4.7604], [-3.5582, 0.7751, -4.9010], [-2.8477, 1.4702, -3.9316], [-0.9385, 6.0141, -1.4291], [-0.7093, 7.8200, -3.0603], [-2.0931, 7.8318, -5.1161], [-3.7148, 5.9957, -5.4992], [-3.9106, 4.1667, -3.8950], [0.7260, 4.4229, -0.4952], [1.8887, 5.3284, 1.4630], [0.6570, 5.7234, 3.5787], [-1.7690, 5.2343, 3.6869], [-2.9430, 4.3643, 1.7059], [-5.3790, 2.2084, -1.8303], [-6.6459, 0.9500, -3.5263], [-5.4850, 0.0391, -5.5175], [-3.0434, 0.3816, -5.7712], [-1.7794, 1.6108, -4.0637], [1.9663, 2.0866, 2.0522], [0.4663, 2.0445, 2.2605], [0.0730, 1.8029, 3.7114], [-0.1119, 1.0381, 1.4336], [2.4143, 2.8420, 2.6996], [2.1954, 2.3383, 1.0168], [2.4121, 1.1147, 2.2818], [0.0382, 2.9968, 1.9371], [0.1866, 0.7496, 3.9742], [-0.9631, 2.0993, 3.8861], [0.7007, 2.3951, 4.3787]],
  "atomic_forces_ev_per_a": [[-0.08, 0.93, -0.33], [0.00, -0.01, 0.00], [-0.02, 0.00, 0.01], [0.01, 0.03, 0.00], [-0.02, 0.00, 0.00], [0.01, -0.02, -0.01], [0.01, 0.03, 0.00], [-0.01, 0.00, 0.00], [-0.02, -0.03, -0.01], [0.00, 0.01, 0.03], [-0.01, 0.02, -0.02], [-0.01, -0.01, 0.00], [0.00, 0.00, 0.00], [-0.01, 0.00, -0.04], [-0.01, -0.01, 0.01], [0.05, 0.04, -0.08], [0.02, 0.01, 0.02], [-0.01, 0.00, 0.01], [-0.01, 0.00, 0.00], [0.01, 0.02, -0.01], [0.15, -0.02, -0.02], [-0.03, 0.01, 0.01], [-0.05, 0.01, 0.01], [0.14, -0.04, -0.04], [-0.20, 0.01, 0.02], [-0.09, -0.18, 0.19], [-0.01, 0.01, 0.02], [0.05, 0.05, 0.00], [-0.02, 0.01, -0.02], [-0.03, 0.00, 0.02], [0.01, 0.05, 0.01], [-0.20, -0.10, -0.01], [0.00, 0.00, 0.00], [0.00, 0.01, -0.01], [0.00, 0.00, 0.01], [0.01, 0.01, 0.00], [0.01, 0.00, 0.01], [-0.01, 0.00, 0.00], [0.00, 0.00, 0.00], [0.00, 0.00, -0.01], [0.00, 0.00, 0.00], [0.00, -0.01, 0.00], [0.00, 0.00, 0.00], [0.00, 0.00, 0.00], [0.00, 0.00, 0.00], [0.00, 0.00, 0.00], [0.01, 0.01, 0.00], [0.00, -0.01, 0.00], [0.00, 0.00, 0.00], [0.00, 0.00, -0.01], [0.00, 0.00, 0.00], [0.00, 0.00, 0.00], [-0.01, 0.00, 0.01], [0.00, 0.00, -0.01], [0.01, 0.02, -0.01], [0.02, 0.00, 0.00], [0.01, 0.00, -0.01], [0.07, 0.02, -0.04], [0.00, 0.01, -0.01], [0.01, 0.02, -0.02], [0.04, 0.00, -0.02], [0.00, -0.01, -0.01], [0.00, 0.00, 0.00], [0.00, 0.00, 0.00], [0.00, 0.00, 0.00], [-0.01, 0.00, -0.01], [-0.03, -0.18, 0.15], [0.00, -0.13, 0.07], [0.00, 0.00, -0.01], [0.01, 0.00, 0.00], [-0.01, 0.01, 0.01], [-0.02, 0.00, -0.01], [0.01, -0.01, 0.02], [0.00, 0.01, -0.01], [-0.01, -0.01, 0.00], [0.00, 0.01, 0.01], [0.00, -0.01, -0.01], [0.00, -0.01, 0.01], [0.01, 0.00, 0.01], [0.00, 0.03, 0.01], [0.12, -0.56, 0.22], [-0.11, 0.15, -0.02], [-0.03, 0.01, 0.04], [-0.03, -0.03, 0.01], [0.00, 0.02, 0.02], [0.00, 0.00, 0.01], [-0.01, -0.01, 0.01], [0.00, -0.03, 0.02], [-0.07, 0.09, -0.08], [-0.01, 0.25, -0.20], [-0.02, 0.26, -0.06], [0.03, 0.08, -0.05], [0.00, 0.01, 0.00], [-0.01, 0.06, 0.01], [0.01, 0.02, 0.01], [0.01, 0.00, 0.03], [0.01, 0.00, -0.01], [0.00, -0.01, 0.02], [0.00, -0.03, 0.02], [0.03, 0.03, 0.00], [0.07, -0.03, 0.07], [0.00, 0.00, 0.00], [0.00, 0.00, 0.00], [0.00, 0.00, 0.00], [0.00, -0.04, 0.00], [-0.02, 0.01, 0.00], [0.00, 0.00, 0.00], [0.00, 0.00, 0.01], [0.00, 0.00, 0.00], [-0.01, 0.01, -0.01], [0.01, 0.00, -0.01], [0.00, 0.00, 0.00], [0.00, 0.00, 0.00], [0.00, 0.01, 0.00], [0.00, -0.02, 0.01], [-0.02, -0.09, 0.02], [-0.29, 0.21, 0.03], [0.00, -0.08, -0.02], [0.39, -0.34, -0.20], [-0.01, -0.01, 0.00], [0.01, 0.00, -0.01], [0.02, -0.01, 0.01], [0.14, -0.51, 0.21], [0.05, -0.02, 0.03], [-0.01, -0.02, -0.03], [-0.02, 0.04, -0.01]],
  "total_charge": 0,
  "de_lowest_kcal_mol": 37.7,
  "e_tot_ev": -146287.7878,
  "gap_ev": 6.19
}

***

(2)
{
  "formula": "C41H49N4O6P2RbS",
  "method": "ωB97M-V/def2-TZVPD",
  "elements": ["Rb", "C", "C", "N", "C", "C", "S", "C", "C", "N", "H", "H", "H", "H", "H", "H", "H", "H", "H", "H", "H", "H", "H", "H", "O", "C", "O", "C", "C", "N", "N", "C", "C", "O", "O", "H", "H", "H", "O", "P", "C", "P", "O", "C", "C", "C", "C", "C", "C", "C", "C", "C", "C", "C", "C", "C", "C", "C", "C", "C", "C", "C", "C", "C", "C", "C", "C", "H", "H", "H", "H", "H", "H", "H", "H", "H", "H", "H", "H", "H", "H", "H", "H", "H", "H", "H", "H", "H", "H", "C", "C", "C", "C", "C", "H", "H", "H", "H", "H", "H", "H", "H", "H", "H"],
  "xyz": [[-0.0482, -0.0533, -1.2375], [-2.2264, 2.8472, -2.4551], [-1.7296, 4.1719, -1.8736], [-0.7202, 3.9881, -0.8582], [0.6021, 4.5640, -0.9451], [1.3635, 4.2470, -2.2598], [1.7617, 2.4691, -2.4060], [1.0088, 2.0298, -4.0336], [-0.4769, 2.3989, -4.1805], [-1.2294, 1.9602, -3.0165], [-2.6611, 2.3011, -1.6125], [-3.0238, 3.0757, -3.1776], [-1.3136, 4.8291, -2.6476], [-2.6247, 4.6634, -1.4866], [-0.8347, 3.1787, -0.2439], [0.5681, 5.6600, -0.8748], [1.1700, 4.2256, -0.0927], [0.7767, 4.5507, -3.1171], [2.3183, 4.7593, -2.2763], [1.6536, 2.4887, -4.8051], [1.1664, 0.9259, -4.0254], [-0.6001, 3.4620, -4.3488], [-0.8465, 1.9085, -5.0909], [-1.6452, 1.0612, -3.2444], [-1.5043, -4.5303, -6.3156], [-2.3284, -3.6119, -6.7597], [-3.0549, -3.8438, -7.7111], [-2.4039, -2.3363, -6.0501], [-3.4445, -1.4672, -6.2552], [-3.2430, -0.4464, -5.4344], [-2.1470, -0.5466, -4.6849], [-1.6073, -1.7404, -5.0113], [-0.3162, -2.1504, -4.3825], [-0.1133, -3.3790, -4.5277], [0.3552, -1.2944, -3.8218], [-0.9061, -4.1523, -5.5386], [-4.2466, -1.5463, -6.9702], [-3.8376, 0.3471, -5.3113], [-0.7658, 1.4328, 0.9019], [-0.5219, 0.9124, 2.2849], [0.4296, -0.6876, 2.2685], [-0.3233, -2.2517, 1.6223], [-1.1038, -2.0440, 0.3759], [-1.1400, -3.0559, 3.0244], [-2.4754, -3.5285, 2.8312], [-3.1789, -4.1340, 3.8712], [-2.6385, -4.3718, 5.1759], [-1.3181, -3.9076, 5.3459], [-0.5946, -3.2649, 4.3587], [1.1656, -3.2473, 1.0969], [2.2137, -3.6012, 1.9553], [3.1833, -4.4719, 1.4933], [3.1415, -4.9874, 0.2047], [2.0990, -4.6430, -0.6445], [1.1271, -3.7660, -0.2017], [-2.0840, 0.4100, 3.0704], [-3.2946, 0.5006, 2.3970], [-4.4500, 0.0306, 3.0049], [-4.4132, -0.4629, 4.2999], [-3.2108, -0.5430, 4.9787], [-2.0630, -0.0451, 4.3984], [0.3944, 2.0332, 3.3273], [0.9016, 1.6951, 4.6289], [1.3113, 2.7010, 5.4658], [1.2509, 4.0793, 5.1476], [0.7580, 4.3768, 3.8497], [0.3423, 3.4121, 2.9554], [0.7163, -0.9343, 3.3037], [1.3734, -0.4532, 1.7449], [-2.9490, -3.4454, 1.8664], [-4.1964, -4.4341, 3.6779], [-3.2341, -4.8194, 5.9573], [-0.7848, -4.0093, 6.2781], [0.4286, -2.9959, 4.6258], [2.2683, -3.1472, 2.9371], [3.9918, -4.7533, 2.1729], [3.9010, -5.6793, -0.1375], [2.0482, -4.9744, -1.6490], [0.2890, -3.5054, -0.8402], [-3.2525, 0.8704, 1.3671], [-5.4078, 0.0055, 2.4604], [-5.3056, -0.9681, 4.7089], [-3.1537, -1.0060, 5.9858], [-1.1381, -0.1008, 4.9640], [0.9773, 0.6576, 4.9187], [1.7131, 2.4446, 6.4655], [1.4372, 4.8626, 5.8852], [0.7470, 5.4287, 3.5121], [-0.0151, 3.7009, 1.9841], [5.4091, 1.2756, -1.0249], [3.8861, 1.1194, -1.2956], [3.2278, 1.3309, 0.0587], [3.6954, -0.3482, -1.6942], [3.4175, 2.1303, -2.3591], [5.7308, 0.4912, -0.3470], [5.6361, 2.2630, -0.5754], [5.9942, 1.1612, -1.9639], [3.6376, 0.6241, 0.8312], [2.1405, 1.2204, 0.0231], [3.4624, 2.3457, 0.4214], [3.8954, -1.0593, -0.8684], [4.3610, -0.6170, -2.5233], [2.6577, -0.5323, -2.0411], [4.0418, 2.2658, -3.2357]],
  "atomic_forces_ev_per_a": [[-0.01, -0.53, -0.01], [-0.14, -0.03, -0.06], [0.88, -0.33, 0.03], [-0.06, -0.13, 0.43], [-0.49, -0.18, -0.90], [0.01, -0.06, 0.39], [0.73, -0.40, 0.16], [0.56, -0.17, 0.11], [0.36, -0.43, 0.05], [0.22, -0.01, -0.09], [-0.21, 0.01, -0.08], [-0.23, 0.06, 0.01], [-0.17, -0.07, -0.04], [-0.12, 0.24, 0.09], [0.21, 0.24, -0.24], [-0.05, 0.04, 0.01], [0.24, -0.22, 0.29], [-0.12, 0.12, -0.25], [0.21, 0.09, -0.06], [-0.34, -0.24, 0.14], [-0.26, 0.68, -0.27], [0.01, 0.34, 0.11], [0.06, -0.02, 0.01], [-0.05, 0.05, -0.06], [0.71, 0.26, 0.63], [-0.08, -1.12, -0.47], [-0.14, 0.29, -0.07], [0.46, 0.29, 0.99], [0.19, -0.52, -0.56], [-0.42, 0.81, 0.21], [0.55, -1.11, 0.06], [-1.38, 1.83, -0.76], [-0.80, -0.75, -0.55], [0.84, -0.73, 0.17], [0.65, 0.54, 0.64], [-0.43, 0.07, -0.35], [-0.07, 0.09, 0.14], [-0.13, 0.23, 0.04], [-0.20, 0.34, -0.59], [0.88, -0.26, 1.47], [0.23, 0.01, 0.09], [0.54, -0.71, 1.97], [-0.84, 0.23, -0.52], [0.41, 0.63, -1.06], [-0.31, -0.67, 1.25], [0.35, 0.26, -0.56], [0.43, 0.61, -0.83], [0.13, 0.25, -0.18], [0.05, -0.15, -0.27], [-0.54, 0.28, 0.32], [-0.40, 0.33, -0.63], [0.57, -0.14, 0.55], [-0.11, -0.22, -0.10], [0.21, 0.59, 0.71], [-0.33, 0.06, 0.36], [0.21, 0.32, 0.54], [0.35, -0.15, -0.44], [-0.76, 0.21, -0.28], [-0.63, -1.01, -0.11], [0.06, -0.01, 1.08], [0.21, -0.31, -0.33], [-0.90, -1.02, -1.22], [0.07, 0.53, -0.14], [0.40, -0.09, 1.28], [-0.28, -0.32, -0.26], [-0.07, 0.77, -0.75], [0.49, 0.49, 1.07], [-0.06, 0.21, -0.12], [-0.22, -0.09, 0.05], [-0.06, 0.19, -0.17], [-0.27, -0.12, -0.13], [0.10, -0.03, 0.09], [-0.10, -0.20, 0.41], [-0.15, 0.13, -0.26], [0.05, -0.21, 0.11], [-0.12, 0.04, -0.27], [0.09, 0.03, 0.06], [0.06, -0.48, -0.80], [0.11, 0.03, 0.02], [-0.29, -0.18, 0.34], [0.54, 0.13, 0.21], [0.46, 0.52, -0.13], [-0.10, 0.36, -0.80], [-0.03, 0.03, -0.20], [0.11, -0.08, 0.19], [-0.25, -0.06, -0.57], [0.09, -0.32, -0.26], [-0.10, -0.49, 0.18], [-0.13, 0.05, -0.27], [-0.07, 0.70, -0.81], [0.70, -0.19, 0.20], [0.23, 0.13, 0.90], [-0.60, -0.55, -0.30], [-0.66, -0.08, 0.49], [0.08, -0.11, 0.19], [-0.09, -0.46, -0.26], [-0.30, 0.15, 0.45], [-0.43, 0.45, -0.74], [0.09, 0.06, 0.18], [-0.30, -0.26, -0.08], [-0.03, 0.38, -0.24], [-0.16, 0.04, 0.00], [0.53, 0.00, 0.08], [-0.16, 0.18, -0.07]],
  "total_charge": -2,
  "de_lowest_kcal_mol": 0.0,
  "e_tot_ev": -91627.0119,
  "gap_ev": [2.14, 2.24]
}

***

- Which formula does entry 2 have?
  C41H49N4O6P2RbS

***

- Number 2 is which compound?
  C41H49N4O6P2RbS